{
  "formula": "C47H63FNO5P2SSbTi",
  "method": "ωB97M-V with the def2-TZVPD basis set",
  "elements": ["Ti", "C", "C", "C", "P", "C", "C", "C", "C", "C", "C", "C", "C", "C", "C", "N", "C", "C", "C", "C", "C", "C", "C", "P", "C", "C", "C", "C", "C", "C", "H", "H", "H", "H", "H", "H", "H", "H", "H", "H", "H", "H", "H", "H", "H", "H", "H", "H", "H", "H", "H", "H", "H", "H", "H", "H", "H", "H", "H", "H", "H", "H", "H", "H", "H", "H", "H", "H", "H", "H", "O", "S", "O", "O", "O", "O", "H", "H", "F", "C", "C", "C", "C", "C", "C", "C", "Sb", "C", "C", "C", "C", "C", "C", "C", "C", "C", "C", "C", "C", "C", "C", "H", "H", "H", "H", "H", "H", "H", "H", "H", "H", "H", "H", "H", "H", "H", "H", "H", "H", "H", "H", "H"],
  "xyz": [[-0.50326, -1.18582, 0.00986], [4.59611, -1.88554, 0.52531], [3.43086, -0.89937, 0.54849], [3.79138, 0.41938, 1.23162], [2.51613, -0.57724, -1.04146], [3.65371, 0.31779, -2.21173], [5.13057, -0.07037, -2.22052], [3.48255, 1.82971, -2.02181], [2.35072, -2.23332, -1.79102], [2.84255, -2.58396, -3.05143], [2.48563, -3.76047, -3.69345], [3.05712, -4.12025, -5.03916], [1.57449, -4.59962, -3.05394], [1.07451, -4.27934, -1.80676], [1.46761, -3.11157, -1.13791], [0.90377, -2.75018, 0.10439], [0.95182, -3.70399, 1.10961], [1.85053, -4.79123, 1.07726], [1.89718, -5.73226, 2.08611], [1.06436, -5.65663, 3.19883], [1.10959, -6.68149, 4.30164], [0.20947, -4.56632, 3.26459], [0.14122, -3.59296, 2.26967], [-0.83074, -2.06841, 2.39627], [0.06487, -1.11973, 3.72496], [0.07839, -1.72882, 5.12483], [-0.34376, 0.35277, 3.78821], [-2.56899, -2.45823, 2.88335], [-2.82445, -3.52577, 3.94411], [-3.31318, -1.16049, 3.20889], [4.82420, -2.21728, 1.54266], [5.50233, -1.43612, 0.11507], [4.35662, -2.77077, -0.06650], [2.62831, -1.35387, 1.13348], [4.60307, 0.93574, 0.71213], [4.12992, 0.22962, 2.25421], [2.92325, 1.08203, 1.27754], [3.21785, 0.08166, -3.18830], [5.62044, 0.26596, -1.30437], [5.64616, 0.40750, -3.05952], [5.27600, -1.14883, -2.29739], [3.82590, 2.15288, -1.03670], [2.43518, 2.11952, -2.12263], [4.06278, 2.37515, -2.77172], [3.52334, -1.91573, -3.56657], [3.54907, -3.26192, -5.49790], [2.27776, -4.46592, -5.72063], [3.79607, -4.92104, -4.95547], [1.24003, -5.50701, -3.54603], [0.35007, -4.92586, -1.32625], [2.52501, -4.89435, 0.23860], [2.60531, -6.55130, 2.00415], [1.73338, -7.53066, 4.01979], [0.11327, -7.06333, 4.53482], [1.52128, -6.26144, 5.22322], [-0.43464, -4.47330, 4.13106], [1.08525, -1.15791, 3.32141], [-0.91636, -1.68668, 5.57504], [0.74831, -1.15028, 5.76781], [0.42242, -2.76193, 5.13116], [-1.29737, 0.48003, 4.30270], [-0.41601, 0.79636, 2.79778], [0.40698, 0.91002, 4.35655], [-2.97106, -2.82669, 1.93683], [-2.34006, -3.29523, 4.89597], [-2.49053, -4.50916, 3.61295], [-3.90048, -3.58788, 4.12838], [-3.09332, -0.82224, 4.22465], [-4.38781, -1.33915, 3.13701], [-3.06383, -0.36900, 2.50192], [-4.38090, -1.93081, -0.01407], [-3.14022, -1.53228, -0.62379], [-3.22130, -1.32747, -2.08159], [-2.53916, -0.29857, 0.01428], [-2.02173, -2.53840, -0.36714], [-0.56065, -1.12686, -2.22277], [-1.54536, -1.16694, -2.39076], [-0.19393, -1.95600, -2.55304], [0.20412, 0.33120, 0.78919], [0.35803, 5.74063, -1.39060], [0.04380, 5.05944, -2.69813], [0.48312, 5.71203, -3.85434], [0.25704, 5.20246, -5.11933], [-0.42048, 4.00058, -5.25357], [-0.84170, 3.33399, -4.11583], [-0.63939, 3.83863, -2.82369], [-1.46482, 2.34459, -1.43269], [-0.94562, 3.10588, 0.52500], [0.41244, 3.35161, 0.71850], [0.91439, 3.73569, 1.95052], [0.04584, 3.86688, 3.02382], [-1.29620, 3.56895, 2.85658], [-1.81092, 3.15966, 1.62463], [-3.26000, 2.75905, 1.54014], [-3.52633, 2.91715, -1.75424], [-4.33665, 1.83260, -2.09444], [-5.67728, 2.00837, -2.41177], [-6.21854, 3.28261, -2.40301], [-5.42118, 4.36620, -2.06647], [-4.07823, 4.20498, -1.73462], [-3.27164, 5.41954, -1.37044], [0.07483, 6.79494, -1.44023], [1.42968, 5.70169, -1.17726], [-0.15457, 5.28994, -0.55539], [1.01494, 6.65234, -3.74531], [0.61175, 5.73588, -5.99316], [-0.61077, 3.57931, -6.23328], [-1.34855, 2.37997, -4.23701], [1.09945, 3.24496, -0.11636], [1.97448, 3.92630, 2.07127], [0.41758, 4.16440, 3.99728], [-1.96545, 3.61877, 3.70920], [-3.66874, 2.61304, 2.54144], [-3.38109, 1.82217, 0.99171], [-3.86153, 3.51918, 1.03993], [-3.92775, 0.83085, -2.08548], [-6.28984, 1.14830, -2.65179], [-7.26333, 3.43608, -2.64643], [-5.85062, 5.36291, -2.04929], [-3.91800, 6.21888, -1.00314], [-2.72152, 5.79799, -2.23534], [-2.54646, 5.18884, -0.59347]],
  "spin_multiplicity": 2,
  "de_lowest_ev": 0.1526,
  "e_lumo_ev": [2.42, 2.42],
  "e_tot_ha": -4530.4873,
  "total_charge": -1,
  "s2": 0.752
}



{
  "formula": "C47H65Cl2N5O9PSbSi3V",
  "method": "ωB97M-V with the def2-TZVPD basis set",
  "elements": ["V", "C", "C", "C", "C", "N", "C", "C", "C", "C", "C", "C", "N", "H", "H", "H", "H", "H", "H", "H", "H", "C", "Si", "C", "C", "Sb", "Si", "C", "C", "C", "Si", "C", "C", "C", "H", "H", "H", "H", "H", "H", "H", "H", "H", "H", "H", "H", "H", "H", "H", "H", "H", "H", "H", "H", "H", "H", "H", "H", "H", "H", "H", "C", "O", "P", "O", "C", "O", "C", "H", "H", "H", "H", "H", "H", "H", "H", "H", "Cl", "C", "C", "C", "C", "C", "Cl", "C", "N", "C", "C", "C", "C", "C", "C", "C", "C", "O", "O", "H", "H", "H", "H", "H", "H", "H", "H", "H", "H", "O", "C", "O", "C", "C", "C", "C", "O", "C", "O", "C", "C", "H", "H", "H", "H", "H", "C", "N", "C", "C", "N", "H", "H", "H", "H", "H", "H"],
  "xyz": [[-1.59348, -0.19794, -0.08619], [-4.32529, -3.25568, -1.20081], [-5.20157, -2.54390, -2.04420], [-4.91116, -1.24797, -2.36866], [-3.75251, -0.64610, -1.85931], [-2.90224, -1.34189, -1.03716], [-3.20495, -2.63318, -0.73256], [-3.32586, 0.69952, -2.12376], [-3.92476, 1.57277, -3.04039], [-3.37214, 2.80095, -3.27609], [-2.17650, 3.15717, -2.60588], [-1.63262, 2.28760, -1.71324], [-2.19902, 1.07342, -1.41914], [-4.52030, -4.28539, -0.93372], [-6.09455, -3.01822, -2.43152], [-5.57422, -0.68378, -3.01147], [-2.48676, -3.15183, -0.11564], [-4.81260, 1.25900, -3.57393], [-3.82920, 3.48127, -3.98401], [-1.68469, 4.10112, -2.79965], [-0.71224, 2.52106, -1.20132], [2.59183, 0.67584, -5.71449], [3.20734, 1.82128, -4.36154], [5.06384, 1.91946, -4.64605], [2.53351, 3.54757, -4.69506], [2.21013, 1.22904, -2.05123], [3.90579, 2.57730, -0.66408], [3.08623, 4.26198, -0.49493], [4.05012, 1.77587, 1.02827], [5.65082, 2.98123, -1.22933], [3.34911, -1.07148, -1.89823], [2.83891, -2.24356, -3.27459], [2.99647, -1.88310, -0.25637], [5.21757, -0.86809, -1.96514], [2.72476, 1.13447, -6.70142], [1.53353, 0.42420, -5.59260], [3.15798, -0.26296, -5.70033], [5.26983, 2.52235, -5.53780], [5.48534, 0.92102, -4.80662], [5.59265, 2.36906, -3.80320], [2.65637, 3.83751, -5.74531], [3.06230, 4.28706, -4.07973], [1.46879, 3.60975, -4.44327], [2.02668, 4.15143, -0.23940], [3.14346, 4.79982, -1.44828], [3.56731, 4.88007, 0.27246], [3.04882, 1.49108, 1.37589], [4.50278, 2.45424, 1.76230], [4.66297, 0.86718, 0.97601], [5.63087, 3.61649, -2.11950], [6.23661, 2.08640, -1.46721], [6.17337, 3.53086, -0.43776], [2.06231, -2.92412, -2.90743], [3.69263, -2.84385, -3.60552], [2.42888, -1.71701, -4.14129], [1.91967, -1.97010, -0.08825], [3.41200, -1.26709, 0.54960], [3.43779, -2.88630, -0.20808], [5.53833, -0.42509, -2.91532], [5.71769, -1.83767, -1.85301], [5.56216, -0.20895, -1.15937], [-0.84528, 0.66967, 4.04557], [-1.25056, 1.56619, 3.00235], [-0.87043, 1.59064, 1.43363], [-1.76315, 2.92130, 1.12613], [-3.18381, 3.02052, 1.08838], [0.53668, 2.36090, 1.32999], [0.82057, 3.49378, 2.15809], [-1.55652, 0.81603, 4.85444], [0.15785, 0.92015, 4.39503], [-0.85272, -0.36883, 3.72463], [-3.41708, 3.90937, 0.50843], [-3.57762, 3.13345, 2.10027], [-3.64622, 2.15587, 0.62408], [1.89117, 3.48321, 2.35891], [0.26814, 3.44824, 3.09507], [0.55483, 4.41489, 1.64123], [-1.64135, -0.02814, 7.31526], [-1.01694, -1.41683, 6.47797], [0.36355, -1.56093, 6.48369], [0.96161, -2.66498, 5.90410], [0.16702, -3.63272, 5.31746], [-1.20402, -3.46882, 5.29651], [-2.15316, -4.71896, 4.53418], [-1.86039, -2.34958, 5.84977], [-3.25775, -2.27161, 5.80236], [-3.98231, -1.07266, 5.43481], [-4.58308, -0.31624, 6.43333], [-5.26589, 0.84683, 6.12657], [-5.35269, 1.26149, 4.80367], [-4.81343, 0.47802, 3.79780], [-4.13445, -0.70636, 4.09158], [-3.66152, -1.60486, 2.96724], [-2.78334, -0.95146, 1.92651], [-3.21980, 0.02964, 1.23995], [-1.63798, -1.43235, 1.68471], [0.96197, -0.79575, 6.96234], [2.03889, -2.77769, 5.92940], [0.60368, -4.51255, 4.86194], [-3.64639, -3.09255, 5.37193], [-4.49996, -0.65316, 7.45807], [-5.72813, 1.42587, 6.91629], [-5.85914, 2.18693, 4.55340], [-4.90812, 0.77609, 2.76174], [-4.53480, -1.96758, 2.41808], [-3.11179, -2.45938, 3.33862], [-0.34245, -2.80099, -1.34426], [-0.34461, -1.68939, -1.85220], [-0.02264, -0.57831, -1.19397], [-0.68033, -1.53897, -3.30835], [-0.75444, -0.29904, -3.92247], [-1.13545, -0.16803, -5.26447], [-1.40990, -1.32474, -5.94376], [-1.81058, -1.46712, -7.24221], [-1.95460, -2.87391, -7.46360], [-1.65416, -3.54523, -6.24268], [-1.31811, -2.56653, -5.33943], [-0.96862, -2.71115, -4.02919], [-0.52526, 0.58795, -3.35079], [-1.21255, 0.80386, -5.73915], [-1.26428, -3.19282, -8.24343], [-2.97773, -3.09506, -7.76411], [-0.91539, -3.67556, -3.53855], [3.81817, -0.45974, 4.20312], [2.89081, -1.31816, 3.47234], [3.33534, -2.67350, 3.15673], [1.94971, -0.75114, 2.71851], [1.11899, -0.25627, 2.08296], [4.14189, -0.98298, 5.10338], [3.31698, 0.46004, 4.49287], [4.69823, -0.21148, 3.60525], [4.22070, -2.66859, 2.51656], [2.53667, -3.20619, 2.64581], [3.57658, -3.19320, 4.08544]],
  "spin_multiplicity": 2,
  "de_lowest_ev": 0.2252,
  "e_lumo_ev": [-0.20, -0.21],
  "e_tot_ha": -6095.5911,
  "total_charge": 0,
  "s2": 0.776
}